(1)
Below is a structure of composition C25H44N2O3SSiTi at a distorted geometry, with properties calculated with ωB97M-V with the def2-TZVPD basis set.

Each line ends with the Mulliken spin population.
Element x y z (Å)
C: -2.3627 -0.5974 -0.0949  0.06
C: -2.4316 0.5584 -1.1137  0.00
H: -1.5461 -1.3120 -0.3188  -0.02
H: -3.2530 -1.2228 -0.0581  0.00
H: -2.3916 -0.1966 0.9590  -0.01
H: -2.5554 0.1551 -2.1295  -0.01
H: -3.2774 1.2184 -0.8966  -0.01
H: -1.5218 1.1878 -1.1554  0.01
C: 0.5921 -2.7122 0.4996  0.00
C: 1.4950 -3.6983 0.1299  0.12
C: 2.4692 -3.4172 -0.8289  0.07
C: 2.4981 -2.1506 -1.3927  0.01
H: -0.1886 -2.8878 1.2429  -0.01
H: 1.4192 -4.6764 0.6025  0.01
H: 3.1769 -4.1771 -1.1383  0.01
H: 3.2173 -1.8865 -2.1681  0.01
N: 0.6315 -1.4671 -0.0388  0.09
C: 1.5771 -1.1701 -0.9864  0.15
C: 1.5989 0.2086 -1.4823  0.11
N: 0.5845 1.0271 -1.0522  0.15
C: 0.5688 2.3411 -1.4052  0.02
C: 2.6005 2.0733 -2.6694  0.10
C: 1.5633 2.8847 -2.2088  0.06
H: -0.2548 2.9392 -1.0076  0.02
H: 1.5055 3.9449 -2.4542  0.01
C: 2.6086 0.7313 -2.3059  -0.02
H: 3.3862 0.0513 -2.6400  0.01
H: 3.3827 2.4736 -3.3114  0.01
Ti: -0.6426 0.3054 0.5140  1.10
C: -1.5721 2.0597 1.2426  -0.03
H: -2.1917 2.5473 0.4673  0.00
H: -0.8621 2.8093 1.6312  0.00
H: -2.2444 1.7989 2.0826  0.01
C: -0.8398 -2.7452 3.9510  0.00
C: -1.7129 -1.7185 3.2481  0.00
C: -2.6651 -2.4172 2.3167  0.00
C: -2.4928 -0.9225 4.2660  0.01
O: -0.8115 -0.7221 2.4453  -0.05
Si: 0.6377 -0.1472 3.2171  0.02
S: 1.3325 1.3025 2.0151  0.00
O: 0.2393 0.2287 4.7714  0.00
C: 0.0262 1.4854 5.4909  0.00
C: -1.0810 2.2941 4.8245  0.01
C: -0.3620 1.1171 6.9209  0.00
C: 1.3219 2.2806 5.4798  0.00
O: 1.6517 -1.4479 3.2828  -0.01
C: 3.1076 -1.5099 3.4396  0.02
C: 3.7521 -1.2799 2.0826  0.00
C: 3.5635 -0.4370 4.4164  0.00
C: 3.4519 -2.9002 3.9662  0.00
H: -1.5159 -3.5065 4.3863  0.00
H: -0.2811 -2.2928 4.7848  0.00
H: -0.1656 -3.2614 3.2507  0.00
H: -3.2268 -3.1582 2.9058  0.00
H: -3.4222 -1.7406 1.9050  0.00
H: -2.1787 -2.9749 1.5074  0.00
H: -1.8170 -0.5143 5.0296  0.00
H: -3.0640 -0.1171 3.7829  0.00
H: -3.2068 -1.6015 4.7649  0.00
H: -2.0250 1.7359 4.8075  0.00
H: -1.2309 3.2128 5.4075  0.00
H: -0.8010 2.5715 3.8028  0.00
H: 0.4396 0.5499 7.4093  0.00
H: -0.5278 2.0371 7.4957  0.00
H: -1.2863 0.5280 6.9525  0.00
H: 2.1190 1.7150 5.9776  0.00
H: 1.6233 2.5129 4.4501  0.00
H: 1.1660 3.2213 6.0234  0.00
H: 3.4614 -0.3009 1.6724  0.00
H: 4.8466 -1.3083 2.2063  0.00
H: 3.4588 -2.0627 1.3721  0.00
H: 3.0437 -0.5421 5.3781  0.00
H: 4.6430 -0.5379 4.5999  0.00
H: 3.3846 0.5678 4.0062  0.00
H: 2.9932 -3.0692 4.9491  0.00
H: 3.1191 -3.6826 3.2720  0.00
H: 4.5403 -3.0010 4.0853  0.00

Its LUMO energy (alpha / beta) is 0.20 / 0.18 eV. As for the HOMO energy (alpha / beta): -0.181 / -0.277 Ha. As for the expectation value of S²: 2.019. As for the relative energy (zero: lowest compared OMol25 entry of this formula, charge and spin): 0.000 eV. The calculated total energy comes out at -2851.523857 Ha. As for the largest force on an atom: 5.1 eV/A. The orbital gap (alpha / beta) comes out at 5.1 / 7.7 eV. The multiplicity is 3.

(2)
Below is a structure of composition C3H4O2Pt at a distorted geometry, with properties calculated with ωB97M-V with the def2-TZVPD basis set.

Each line ends with the Mulliken spin population.
Element x y z (Å)
C: -1.5985 0.0122 0.8192  1.02
O: 1.2865 0.7748 -0.7621  0.03
C: 1.7279 0.0968 0.3690  0.01
C: 0.8235 -0.5051 1.1606  -0.01
O: -0.3302 -0.9577 0.6018  0.11
Pt: -0.7408 0.1307 -1.0449  0.81
H: 1.9946 1.2535 -1.2004  0.00
H: 2.7635 0.2716 0.6560  0.00
H: 1.0140 -0.5697 2.2379  0.00
H: -1.5520 0.0374 1.9679  0.04

Its LUMO energy (alpha / beta) is -0.32 / -0.31 eV. As for the HOMO energy (alpha / beta): -0.251 / -0.288 Ha. As for the expectation value of S²: 2.018. As for the relative energy (zero: lowest compared OMol25 entry of this formula, charge and spin): 0.280 eV. The calculated total energy comes out at -386.182633 Ha. As for the largest force on an atom: 3.3 eV/A. The orbital gap (alpha / beta) comes out at 6.5 / 7.5 eV. The multiplicity is 3.